[1]
{"formula": "C3H9N2", "method": "the ωB97M-V functional and the def2-TZVPD basis", "symbols": ["C", "N", "C", "N", "C", "H", "H", "H", "H", "H", "H", "H", "H", "H"], "xyz": [[1.705481, -0.787855, 0.391575], [1.437626, 0.256449, -0.300880], [0.134685, 1.207645, -0.123974], [-0.921916, 0.504283, 0.413179], [-1.738845, -0.507177, -0.269930], [1.461612, -1.060827, 1.392468], [2.402887, -1.526098, 0.083572], [1.901477, 0.370649, -1.180423], [0.409989, 1.932880, 0.591580], [-0.072186, 1.517877, -1.132724], [-0.842746, 0.227847, 1.389155], [-2.667159, -0.504884, 0.296837], [-1.923906, -0.132031, -1.212360], [-1.286995, -1.498757, -0.338075]], "forces_ev_per_angstrom": [[0.90, 0.87, -0.61], [-0.79, -0.99, 0.94], [-0.55, -1.98, 0.76], [-0.32, -0.92, 0.92], [0.63, 0.40, 1.64], [-1.57, 0.69, 0.69], [0.90, -0.20, -1.10], [0.47, -0.21, -0.64], [0.71, 1.17, 0.21], [0.19, 0.40, -0.30], [0.16, 0.77, -0.15], [-0.08, -0.49, -0.22], [-0.63, 0.51, -2.24], [-0.02, -0.04, 0.11]], "e_tot_ev": -6228.850, "smiles": "C=[NH+]CNC", "total_charge": 1, "e_above_lowest_kj_mol": 212.1}


[2]
{"formula": "C3H9N2O", "method": "the ωB97M-V functional and the def2-TZVPD basis", "symbols": ["C", "C", "C", "N", "N", "O", "H", "H", "H", "H", "H", "H", "H", "H", "H"], "xyz": [[-1.076119, 1.928218, 0.721954], [-0.175995, 0.754560, 0.549983], [-0.657994, -0.652662, 0.880200], [1.556399, -1.524113, -1.215974], [1.699629, -1.255303, -2.421469], [2.015001, -2.153889, -3.236484], [-1.922624, 2.013190, 0.044957], [-1.426098, 2.277363, 1.701388], [-0.505176, 2.761207, 0.395758], [0.634852, 0.745234, 1.277531], [0.395049, 0.667187, -0.471416], [-1.053857, -1.089346, -0.009681], [0.164160, -1.203293, 1.227617], [-1.361687, -0.706724, 1.677931], [1.714460, -2.561631, -1.122295]], "forces_ev_per_angstrom": [[-0.47, 1.16, -0.49], [1.96, -1.82, -0.36], [-0.90, 0.78, -0.87], [-0.20, -0.75, 1.53], [-0.02, 1.52, -0.89], [0.22, -0.98, -0.65], [-0.37, -0.66, -0.09], [0.11, -0.91, 0.23], [0.77, 1.15, -0.32], [0.40, 1.31, -0.01], [-1.34, 0.46, 1.74], [-0.40, -0.76, -0.41], [1.18, -1.03, -0.02], [-0.99, 0.30, 0.66], [0.05, 0.23, -0.04]], "e_tot_ev": -8282.711, "total_charge": -1, "e_above_lowest_kj_mol": 215.1}


[3]
{"formula": "C3H9N2O", "method": "the ωB97M-V functional and the def2-TZVPD basis", "symbols": ["C", "N", "C", "O", "C", "N", "H", "H", "H", "H", "H", "H", "H", "H", "H"], "xyz": [[-0.551985, 0.274277, -0.238707], [0.184648, -0.730537, -0.995272], [1.492382, -0.221028, -1.522662], [1.441683, 0.654095, -2.535253], [-0.179957, 0.272492, 1.261624], [-1.253079, -0.014356, 2.228755], [-0.410133, 1.266138, -0.689370], [-1.616303, 0.071120, -0.319293], [-0.338143, -1.014235, -1.816692], [1.976545, 0.157292, -0.604242], [2.058133, -1.154296, -1.794029], [0.572324, -0.516376, 1.359104], [0.288554, 1.224153, 1.525632], [-2.017118, 0.663274, 2.126997], [-1.647549, -0.932016, 2.013403]], "forces_ev_per_angstrom": [[-0.34, 0.04, -0.26], [0.29, -0.36, -0.04], [-0.07, -0.06, -0.54], [-0.06, -0.02, 0.09], [-0.01, -0.13, -0.10], [0.16, 0.12, -0.15], [0.12, 0.10, 0.11], [-0.16, -0.11, 0.05], [-0.14, 0.21, -0.01], [0.27, 0.22, 0.35], [-0.02, -0.07, 0.11], [0.05, 0.16, 0.16], [0.05, -0.09, 0.09], [-0.02, -0.04, 0.07], [-0.13, 0.01, 0.08]], "s_squared": 0.751, "spin_multiplicity": 2, "e_tot_ev": -8279.568, "total_charge": -2, "e_above_lowest_kj_mol": 23.6}


[4]
{"formula": "C3H9N2O", "method": "the ωB97M-V functional and the def2-TZVPD basis", "symbols": ["C", "C", "N", "C", "N", "O", "H", "H", "H", "H", "H", "H", "H", "H", "H"], "xyz": [[-0.175568, 0.757667, -1.288890], [-0.214904, -0.338082, -0.266189], [-1.575429, -0.536729, 0.306226], [0.695373, -0.186752, 0.966678], [1.981367, 0.109771, 0.767815], [0.183389, -0.304241, 2.064919], [0.693439, 0.652540, -1.920873], [0.069079, 1.722807, -0.853718], [-1.015843, 0.853629, -1.966133], [0.040848, -1.303608, -0.702587], [-1.772126, -1.530441, 0.423964], [-2.295314, -0.082187, -0.249760], [-1.577946, -0.242474, 1.299173], [2.605421, 0.076158, 1.556960], [2.358214, 0.351943, -0.137584]], "forces_ev_per_angstrom": [[1.07, 1.03, -0.14], [0.23, -0.80, 0.03], [-0.39, -0.39, 0.51], [-0.08, 0.75, 0.17], [0.04, -0.16, -0.49], [-0.11, -0.29, 0.12], [0.24, -0.58, -0.41], [-0.65, 0.26, 0.40], [-0.31, -0.23, 0.12], [0.08, 0.05, -0.24], [-0.24, -0.09, -0.46], [-0.17, -0.06, 0.09], [0.31, 0.57, 0.03], [0.03, 0.16, 0.09], [-0.05, -0.21, 0.18]], "e_tot_ev": -8278.675, "smiles": "C[C@H]([NH3+])C(N)=O", "total_charge": 1, "e_above_lowest_kj_mol": 38.5}


[5]
{"formula": "C3H9N2O2", "method": "the ωB97M-V functional and the def2-TZVPD basis", "symbols": ["C", "C", "O", "C", "N", "N", "O", "H", "H", "H", "H", "H", "H", "H", "H", "H"], "xyz": [[-0.762716, 1.219240, 1.341317], [0.064926, -0.065327, 1.608195], [1.116209, -0.140105, 0.602776], [0.767657, -0.379857, -0.615755], [1.600660, -0.304612, -1.605620], [-0.556811, -0.743523, -0.731010], [-0.964440, -0.737506, -2.069699], [0.038666, 2.030082, 1.218141], [-1.244756, 1.035411, 0.441810], [-1.479160, 1.505181, 2.032295], [-0.355040, -1.046156, 1.692314], [0.596895, 0.162830, 2.502446], [2.587470, -0.015947, -1.541414], [1.447588, -0.466759, -2.582063], [-1.292758, -0.667843, -0.088951], [-1.564390, -1.385109, -2.204780]], "forces_ev_per_angstrom": [[3.42, -0.38, -0.72], [0.27, 1.83, 0.78], [1.22, 0.28, -0.13], [-3.46, -0.68, 1.60], [2.13, 0.47, -0.98], [2.74, -0.72, -3.82], [3.09, 3.82, 0.74], [-1.43, -0.95, 0.14], [-1.08, 0.75, -1.69], [-1.06, 0.25, 1.76], [-0.72, -0.38, 0.06], [0.62, -0.42, 0.66], [-0.84, -0.13, 1.14], [-1.34, -0.36, -0.13], [-0.52, 0.36, 1.06], [-3.03, -3.75, -0.45]], "e_tot_ev": -10323.144, "smiles": "CCOC(=[NH2+])NO", "total_charge": 1, "e_above_lowest_kj_mol": 357.8}


[6]
{"formula": "C3H9N2O2", "method": "the ωB97M-V functional and the def2-TZVPD basis", "symbols": ["N", "C", "O", "C", "N", "C", "O", "H", "H", "H", "H", "H", "H", "H", "H", "H"], "xyz": [[-1.009280, 1.130766, -1.693954], [-0.942734, 0.759649, -0.403399], [-1.479256, 1.372015, 0.505480], [-0.234805, -0.558124, -0.069109], [-0.587625, -0.833433, 1.348700], [1.290239, -0.421443, -0.156190], [1.688514, 0.315052, 0.969818], [-1.516533, 1.996565, -1.850453], [-0.374080, 0.842455, -2.419059], [-0.589489, -1.361473, -0.721849], [-0.045630, -0.202735, 1.948561], [-1.590433, -0.669095, 1.468293], [-0.421435, -1.820838, 1.550443], [1.755097, -1.417762, -0.179495], [1.536063, 0.072609, -1.112451], [2.521388, 0.795793, 0.814665]], "forces_ev_per_angstrom": [[-0.10, 0.50, 0.04], [-0.39, 0.24, 0.36], [0.05, -0.36, -0.30], [0.45, 0.51, -0.54], [-0.56, -0.87, -0.45], [0.12, -0.31, -0.64], [0.44, 0.42, -0.01], [0.21, -0.16, -0.06], [-0.06, -0.25, 0.08], [0.00, 0.05, 0.25], [-0.01, -0.03, 0.11], [0.08, 0.41, 0.25], [0.31, 0.15, 0.34], [-0.03, 0.16, 0.09], [-0.03, -0.12, 0.36], [-0.49, -0.32, 0.10]], "e_tot_ev": -10326.079, "smiles": "NC(=O)[C@H]([NH3+])CO", "total_charge": 1, "e_above_lowest_kj_mol": 74.6}


[7]
{"formula": "C3H9N2O2S", "method": "the ωB97M-V functional and the def2-TZVPD basis", "symbols": ["C", "C", "C", "N", "N", "O", "O", "S", "H", "H", "H", "H", "H", "H", "H", "H", "H"], "xyz": [[1.243375, -0.969282, -1.204100], [0.319871, 1.414412, 1.616744], [1.241601, -0.318473, 0.219802], [-1.526409, 0.408407, -0.051470], [0.541541, 0.906908, 0.255768], [-2.792246, -0.684643, -2.285990], [-2.399820, -1.961971, -0.200071], [-2.641328, -0.656263, -0.779434], [1.604076, -1.959999, -1.158309], [0.223132, -0.855894, -1.513142], [1.850543, -0.412797, -2.016535], [1.170318, 1.875951, 2.194968], [-0.375951, 2.298921, 1.590909], [0.132630, 0.557011, 2.236099], [0.825186, -0.876824, 1.044070], [2.315255, -0.165355, 0.408104], [-1.731774, 1.399893, -0.357414]], "forces_ev_per_angstrom": [[0.02, 2.36, 0.03], [0.74, 0.89, -0.63], [0.94, 0.08, -1.07], [-0.70, 0.40, -0.61], [0.09, 2.33, -0.06], [0.66, 0.26, 1.82], [0.38, -0.96, 0.28], [-0.19, 1.73, -1.29], [0.09, -1.27, -0.04], [-0.64, -0.66, -0.51], [-0.65, -0.52, 1.68], [0.35, -0.32, -1.18], [-0.03, -1.48, 0.18], [-1.31, -0.22, 0.78], [0.03, -1.45, 0.01], [0.05, 0.33, 0.59], [0.16, -1.50, 0.01]], "e_tot_ev": -21164.451, "total_charge": -1, "e_above_lowest_kj_mol": 555.4}


[8]
{"formula": "C3H9N2O2S", "method": "the ωB97M-V functional and the def2-TZVPD basis", "symbols": ["C", "C", "S", "N", "C", "N", "O", "H", "H", "H", "H", "H", "H", "H", "H", "H", "O"], "xyz": [[0.743771, -0.337197, -1.320100], [1.498246, 0.179896, -0.080363], [1.587643, 2.008780, -0.175620], [0.244522, -1.681878, -0.853313], [-0.693350, -1.942435, 0.197892], [-1.394539, -0.821091, 0.717832], [-1.134716, -3.126190, 0.309479], [-0.165949, 0.255587, -1.505728], [1.541538, -0.525077, -2.150804], [1.262465, -0.217166, 0.897152], [2.505053, -0.247406, 0.027781], [0.688221, -2.433402, -1.232616], [-0.995359, 0.116065, 0.789357], [-2.337467, -1.090843, 1.072060], [-1.069424, 2.522156, 0.930321], [-0.898396, 4.065907, 1.106297], [-1.382260, 3.274294, 1.270373]], "forces_ev_per_angstrom": [[0.87, -2.19, 2.23], [1.50, 1.59, -0.46], [-0.13, -0.18, 0.37], [-2.24, 2.26, 1.98], [-1.21, -0.81, -3.38], [0.18, -1.93, -0.05], [1.16, 2.72, 0.79], [0.87, 0.16, -0.56], [-2.05, 0.63, 1.12], [-1.80, 0.12, 0.26], [0.42, 0.11, -1.27], [1.00, -2.65, -0.74], [-0.25, -0.65, -0.07], [1.59, 0.73, -0.24], [3.02, -3.77, -2.51], [1.07, -0.10, -0.62], [-4.01, 3.98, 3.12]], "e_tot_ev": -21167.976, "total_charge": -1, "e_above_lowest_kj_mol": 215.3}